(1)
26
Properties=species:S:1:pos:R:3 method="wB97M-V/def2-TZVPD" homo_energy_ev="-5.83 / -9.49" charge=0 spin_multiplicity=3 energy_ev=-22949.1414 homo_lumo_gap_ha="0.2453 / 0.2850"
P 0.270 1.283 0.062
O 0.141 2.718 0.463
C 2.056 -0.426 0.843
C -2.668 -1.538 -0.376
C -1.319 0.403 0.215
C 0.802 0.770 -1.547
C -3.689 0.518 0.310
C -1.458 -0.867 -0.321
C 1.801 -0.074 -1.692
C -3.771 -0.806 -0.049
C -2.488 1.098 0.592
C 3.017 0.416 1.673
C 2.527 -0.677 -0.483
H -4.652 1.090 0.441
H -2.717 -2.540 -0.535
H -4.709 -1.241 -0.311
H 1.400 -1.151 1.276
H 3.941 -0.137 1.596
H -2.302 2.008 1.188
H -0.482 -1.269 -0.700
H 3.075 1.419 1.291
H 2.782 0.368 2.796
H 2.577 -1.771 -0.799
H 3.435 -0.231 -0.649
H 0.410 1.154 -2.555
H 2.022 -0.520 -2.729

***

(2)
35
Properties=species:S:1:pos:R:3 method="wB97M-V/def2-TZVPD" homo_energy_ev=-8.51 charge=0 energy_ev=-92651.0020 relative_energy_ev=0.670 homo_lumo_gap_ha=0.2963
Cd -0.564 -1.661 0.607
Se -0.739 -4.902 4.300
N -1.452 -0.449 -1.076
N 1.422 0.069 -1.543
N 0.426 2.038 -0.364
N 0.801 -2.564 3.422
N 0.308 1.334 0.819
N -1.009 0.557 -1.921
N 1.300 -0.931 -0.589
C 0.617 3.344 -0.095
C 2.399 -1.699 -0.690
C -1.928 0.752 -2.892
C 3.203 -1.237 -1.745
C 2.551 -0.118 -2.254
C -3.005 -0.116 -2.666
C 0.128 -3.531 3.732
C 0.603 3.510 1.281
C -2.668 -0.834 -1.504
C -1.585 -1.018 2.530
C 0.398 2.226 1.805
B 0.381 1.233 -1.706
H 0.723 4.423 1.833
H 2.781 0.564 -3.067
H -3.894 -0.215 -3.248
H -1.224 -0.052 2.883
H 4.125 -1.652 -2.097
H 0.744 4.035 -0.905
H 2.545 -2.523 -0.014
H -2.612 -0.847 2.162
H -1.753 1.485 -3.657
H 0.664 1.941 -2.612
H -1.675 -1.720 3.356
H 0.902 -1.754 4.048
H -3.210 -1.594 -0.962
H 0.298 1.903 2.833

***

(3)
56
Properties=species:S:1:pos:R:3 method="wB97M-V/def2-TZVPD" homo_energy_ev=-6.72 charge=-1 energy_ev=-310726.8843 homo_lumo_gap_ha=0.3174
Cl 6.332 -1.598 0.487
Cl 1.529 7.251 4.238
Cl -0.779 -1.577 -4.384
Cl -0.394 6.324 1.524
Cl -2.290 0.354 -5.960
Cl 1.201 5.928 6.802
Cl -0.958 5.872 4.860
Cl 0.163 1.702 -4.756
Cl -1.596 4.271 -0.165
Cl -0.055 -1.085 -7.158
Cl 1.989 3.909 -5.255
Cl -1.817 -7.428 2.552
Cl 0.844 -7.771 3.674
Cl 0.243 -1.437 4.066
Cl 5.877 1.251 0.120
Cl -1.090 -0.184 6.321
Cl 4.566 -0.161 2.295
Cl -2.048 -2.732 5.294
Cl -0.101 -5.122 2.942
Cl -2.737 6.945 -0.083
Cl 1.984 2.579 -2.671
S -1.628 -1.152 0.382
S -0.799 -3.410 -0.868
O -1.448 -3.130 -2.148
O 1.106 -1.257 -3.100
O -2.533 -0.690 1.436
O 2.130 -0.631 -1.033
O -0.776 -4.870 -0.722
O -0.301 -0.582 0.686
N -1.582 -2.803 0.435
C -2.410 1.034 -1.033
C -1.302 -1.186 4.874
C -1.900 5.691 0.845
C -2.673 2.205 -1.080
C 0.384 6.816 5.512
C -2.324 -0.478 -1.174
C 5.160 -0.281 0.635
C -1.388 -1.173 -5.992
C -0.153 -6.835 2.546
C 1.757 2.370 -4.409
C 0.945 -2.892 -0.895
B 1.362 -1.576 -1.741
H -1.963 -0.664 4.189
H -1.645 -0.661 -2.025
H -2.542 5.391 1.666
H -3.340 -0.887 -1.311
H -3.036 3.175 -1.363
H -2.066 -1.956 -6.313
H 1.282 -2.830 0.156
H -0.018 7.731 5.932
H 1.475 -0.096 -0.543
H 0.250 -6.965 1.548
H 4.317 -0.498 -0.015
H 2.504 1.671 -4.768
H 1.135 -2.060 -3.638
H 1.498 -3.746 -1.360

***

(4)
35
Properties=species:S:1:pos:R:3 method="wB97M-V/def2-TZVPD" homo_energy_ev="-6.81 / -8.39" charge=0 spin_multiplicity=4 energy_ev=-71202.2505 relative_energy_ev=0.300 homo_lumo_gap_ha="0.2611 / 0.3118"
Co 1.334 0.058 0.686
S 1.491 -1.884 1.697
N -0.247 -1.564 -0.978
N -0.389 0.304 1.387
N 0.927 0.992 -0.733
N -1.586 0.503 0.713
N -1.443 -0.992 -1.277
N 3.781 -3.352 0.885
N -0.359 1.254 -1.254
C -1.984 0.821 2.872
C -0.196 -2.824 -1.412
C -0.300 2.305 -2.082
C -0.636 0.487 2.715
C -2.540 0.824 1.601
C 2.589 0.993 1.752
C 1.023 2.725 -2.175
C 2.845 -2.708 1.202
C 1.769 1.880 -1.353
C -2.183 -1.921 -1.910
C -1.432 -3.092 -2.007
B -1.632 0.471 -0.828
H -3.188 -1.710 -2.226
H -2.636 0.968 -1.254
H 0.140 0.343 3.452
H 2.208 1.149 2.774
H -1.730 -4.025 -2.441
H 1.391 3.545 -2.768
H 3.480 0.345 1.791
H 2.820 1.866 -1.123
H 2.849 1.962 1.309
H 0.369 -1.094 -0.284
H 0.693 -3.423 -1.277
H -1.226 2.656 -2.509
H -2.470 1.038 3.801
H -3.531 1.099 1.256

***

(5)
35
Properties=species:S:1:pos:R:3 method="wB97M-V/def2-TZVPD" homo_energy_ev="-6.72 / -9.08" charge=0 spin_multiplicity=3 energy_ev=-37053.2032 relative_energy_ev=0.000 homo_lumo_gap_ha="0.2487 / 0.2704"
Pd -0.050 -0.189 -0.013
S 0.042 0.042 4.970
N 0.058 0.644 2.158
N 0.521 1.683 -1.149
N -1.261 -0.043 -2.849
N 0.533 1.648 -2.531
N -1.543 -0.207 -1.507
N 1.148 -0.751 -2.801
N 1.265 -1.022 -1.456
C 0.873 2.937 -0.777
C 0.894 2.851 -3.030
C -0.569 -1.888 0.965
C -2.384 -0.238 -3.565
C -2.846 -0.537 -1.374
C 2.164 -2.012 -1.279
C 2.010 -1.529 -3.484
C -3.407 -0.556 -2.668
C 1.120 3.697 -1.948
C 0.039 0.224 3.343
C 2.667 -2.341 -2.557
B 0.172 0.351 -3.306
H -2.353 -0.130 -4.637
H 1.422 4.719 -2.035
H -0.637 -1.997 2.072
H 3.411 -3.065 -2.788
H 0.229 0.485 -4.501
H 2.441 -2.460 -0.333
H -4.416 -0.767 -2.936
H -1.609 -1.981 0.625
H -0.837 0.819 1.285
H 0.970 3.331 0.225
H 0.264 -2.533 0.668
H 0.958 2.999 -4.101
H 2.076 -1.429 -4.555
H -3.366 -0.754 -0.450

***

(6)
34
Properties=species:S:1:pos:R:3 method="wB97M-V/def2-TZVPD" homo_energy_ev=-16.98 charge=+2 energy_ev=-45840.3391 homo_lumo_gap_ha=0.3000
Ti -0.764 -0.893 1.129
N 1.085 -0.878 0.359
N -1.660 -0.425 -0.371
N 1.379 -0.309 -0.867
N -1.173 0.933 3.850
N 0.403 1.955 -0.499
N -1.017 0.061 -1.525
N -0.266 1.892 0.681
C -1.012 0.256 2.898
C 1.131 3.564 0.850
C 2.599 -0.715 -1.254
C 0.120 2.880 1.510
C -2.928 -0.907 -2.161
C -1.762 -0.267 -2.584
C -2.868 -0.978 -0.778
C 3.113 -1.587 -0.293
C -0.866 -2.820 1.636
C 1.286 2.968 -0.402
C 2.152 -1.662 0.711
B 0.398 0.736 -1.485
H -1.618 -3.274 0.976
H 0.763 1.089 -2.578
H 4.051 -2.111 -0.331
H -1.397 -0.060 -3.579
H -3.708 -1.279 -2.800
H 3.009 -0.379 -2.192
H 1.679 4.401 1.236
H 0.083 -3.362 1.621
H -0.293 2.970 2.506
H -1.152 1.393 0.736
H 1.930 3.200 -1.238
H -3.563 -1.376 -0.052
H 2.153 -2.225 1.631
H -1.288 -2.787 2.658

***

(7)
45
Properties=species:S:1:pos:R:3 method="wB97M-V/def2-TZVPD" homo_energy_ev=-8.26 charge=0 energy_ev=-1283166.1614 homo_lumo_gap_ha=0.2849
Br -2.592 3.208 -2.805
Br 0.693 4.111 -2.871
Br -0.351 -0.732 -4.480
Br 3.284 -0.654 0.408
Br 4.093 7.285 -6.018
Br -1.930 -7.082 4.946
Br 1.282 -7.036 4.871
Br 2.425 -0.004 -3.048
Br 1.128 6.049 -5.934
Br 6.386 -1.261 -0.167
Br -0.269 -0.447 -1.289
Br 4.923 -2.659 2.325
Br 2.475 3.287 -0.329
Br -0.374 -4.311 4.472
Br -4.304 0.690 -3.839
Br 3.695 5.218 -2.591
Br 1.752 8.828 -4.448
Br -2.683 0.512 -1.067
P 0.095 -2.168 2.363
N -3.683 -0.153 1.089
C 2.193 7.671 -5.941
C -1.754 -1.684 2.200
C -0.329 -6.055 5.324
C -4.594 -0.830 1.961
C 5.009 -1.090 1.188
C -2.799 -2.424 3.133
C -2.304 -0.595 1.234
C -3.650 1.664 -2.293
C -4.288 -1.943 2.992
C 2.481 3.753 -2.212
C 0.730 -0.948 -2.883
H -0.196 -3.569 2.202
H 5.291 -0.252 1.824
H 0.961 -2.009 -2.796
H 1.942 8.214 -6.850
H -1.522 -0.071 0.583
H -5.095 -2.422 3.644
H 2.851 2.884 -2.754
H -5.695 -0.485 1.903
H 1.517 -2.424 2.584
H -2.481 -3.228 3.868
H -4.524 2.038 -1.760
H -0.306 -5.885 6.400
H 0.430 -1.421 1.167
H 0.085 -1.570 3.693